[1]
Formula: C33H47N9O2P2S2SeW
Source: the OMol25 dataset
Level of theory: ωB97M-V with the def2-TZVPD basis set

Structure (XYZ):
```
97
Properties=species:S:1:pos:R:3:forces:R:3:lowdin_charge:R:1
W -0.17383 -0.02750 -0.11754 0.118 0.209 -0.282 0.93
O 1.32574 -2.66549 2.21358 -0.016 -0.011 0.001 -0.27
S 1.80758 -1.60558 1.37326 0.061 0.141 -0.094 0.65
O 1.41542 -1.68968 -0.06435 -0.246 0.073 0.112 -0.49
N 1.12553 -0.18582 1.58563 -0.205 -0.160 -0.081 -0.31
C 0.97008 0.53552 2.75161 0.076 0.061 0.038 -0.28
C 1.66326 0.39520 3.92560 0.016 -0.003 0.040 0.02
C 1.35250 1.22758 5.02129 0.030 -0.026 -0.010 -0.03
C 0.36798 2.17057 4.93917 -0.018 0.022 -0.010 -0.01
C -0.36602 2.32393 3.73877 0.092 -0.035 -0.081 -0.14
C -1.41873 3.25006 3.58499 0.010 0.033 0.047 0.03
C -2.09834 3.28712 2.40374 -0.045 0.028 -0.051 -0.01
C -1.73201 2.41146 1.37103 0.098 0.121 -0.015 -0.18
N -0.73885 1.54770 1.44262 -0.062 -0.259 -0.110 0.00
C -0.04927 1.50272 2.63748 -0.110 0.048 0.077 -0.16
C 3.54070 -1.54351 1.57802 -0.024 -0.063 -0.035 -0.28
C 4.28974 -0.55877 0.94402 -0.001 0.000 0.024 -0.05
C 5.66162 -0.55317 1.12051 0.025 -0.023 0.016 -0.04
C 6.26561 -1.51722 1.91986 -0.009 0.014 -0.005 -0.04
C 5.50466 -2.49205 2.55263 -0.005 0.016 -0.022 -0.05
C 4.13005 -2.51446 2.38541 0.027 0.009 -0.014 -0.05
H 2.44390 -0.34916 4.01829 -0.004 0.006 -0.005 0.12
H 1.91108 1.10798 5.93975 -0.009 0.005 -0.002 0.12
H 0.13280 2.80593 5.78271 0.003 -0.006 -0.005 0.13
H -1.67623 3.90944 4.40477 -0.011 -0.011 -0.017 0.14
H -2.92012 3.97102 2.24252 0.013 -0.004 -0.001 0.12
H -2.28424 2.43233 0.44830 -0.023 0.015 -0.003 0.06
H 3.80585 0.19092 0.33564 -0.010 0.002 -0.002 0.04
H 6.25974 0.20428 0.63256 0.002 -0.004 0.004 0.12
H 7.33932 -1.50694 2.05307 -0.003 0.002 -0.001 0.12
H 5.98117 -3.23707 3.17463 0.001 0.003 -0.001 0.12
H 3.52195 -3.26591 2.86754 0.000 0.010 -0.004 0.11
C -0.61261 3.53924 -1.31403 -0.005 0.035 -0.033 -0.25
P -0.65502 1.80617 -1.90077 -0.080 0.142 0.112 0.59
C 0.22041 1.92656 -3.49868 -0.070 -0.022 -0.011 -0.27
C -2.38617 1.69078 -2.56727 0.029 0.012 0.053 -0.39
C -3.39981 1.21499 -1.54029 -0.021 -0.067 -0.045 -0.37
P -2.76279 -0.15528 -0.48796 -0.064 0.247 0.224 0.79
C -3.83687 -0.00718 0.98569 0.023 0.042 0.025 -0.23
C -3.51081 -1.64535 -1.21306 0.075 -0.021 -0.010 -0.23
H -0.43631 4.16772 -2.18822 0.023 -0.002 0.010 0.07
H 0.19039 3.70667 -0.60135 -0.021 -0.012 0.017 0.03
H -1.56270 3.84327 -0.88063 -0.015 0.001 -0.017 0.04
H -0.44743 2.45255 -4.18465 0.014 -0.006 -0.015 0.07
H 0.46150 0.95000 -3.90997 0.026 0.013 0.015 0.02
H 1.13601 2.49518 -3.37029 0.001 0.013 -0.013 0.03
H -2.34083 1.01163 -3.41738 -0.005 -0.027 0.007 0.05
H -2.66009 2.67223 -2.96037 -0.010 -0.007 -0.022 0.10
H -4.32447 0.87124 -2.01025 -0.004 0.015 -0.012 0.10
H -3.69594 2.02826 -0.87454 0.009 0.004 0.002 0.08
H -4.84221 0.26039 0.65619 0.004 0.013 -0.022 0.07
H -3.48470 0.74475 1.68739 -0.013 -0.035 0.020 0.03
H -3.89127 -0.96434 1.49930 -0.005 -0.010 -0.009 0.05
H -4.58490 -1.60811 -1.02752 -0.004 0.004 0.009 0.07
H -3.08904 -2.52874 -0.73792 -0.010 -0.024 -0.018 0.02
H -3.34437 -1.69054 -2.28488 0.030 0.004 -0.046 0.03
Se 1.89341 1.43628 -0.86402 -0.099 -0.261 0.312 0.80
C 3.05740 0.63984 -2.17718 -0.108 0.168 -0.094 -0.57
C 3.95424 1.53346 -2.75887 0.021 0.034 -0.045 -0.14
C 4.89241 1.08421 -3.67557 0.018 -0.012 -0.017 -0.07
C 4.93917 -0.25874 -4.02627 -0.015 0.019 0.009 -0.07
C 4.04489 -1.14555 -3.44693 -0.048 0.025 0.041 -0.07
C 3.10648 -0.70269 -2.52016 0.117 -0.024 -0.071 -0.14
H 3.92296 2.58437 -2.49417 -0.006 -0.008 0.001 0.10
H 5.58391 1.78879 -4.11903 0.002 -0.013 0.002 0.11
H 5.66815 -0.60964 -4.74427 0.000 0.006 0.006 0.11
H 4.07783 -2.19654 -3.70650 0.007 0.012 -0.007 0.11
H 2.43371 -1.40493 -2.06501 -0.109 -0.086 0.062 0.05
N -1.36939 -4.84146 2.01951 -0.016 -0.147 -0.003 0.15
N -1.39207 -3.47242 2.18051 -0.248 0.276 0.371 -0.26
N -1.34532 -2.85441 3.34862 -0.009 0.114 -0.075 0.18
C -1.32228 -1.58690 2.98835 -0.138 -0.376 0.062 -0.16
N -1.36186 -1.47411 1.64480 0.482 0.415 -0.818 -0.08
N -1.43304 -2.67813 1.15203 0.169 -0.502 0.175 0.09
H -1.96597 -5.24471 2.73529 -0.057 -0.004 -0.032 0.11
H -0.41737 -5.15434 2.19070 0.050 0.016 -0.012 0.11
H -1.29147 -0.76345 3.68142 0.036 -0.013 -0.027 0.13
C -2.06802 -1.65840 -4.86153 -0.047 0.043 -0.022 -0.06
N -1.62860 -2.79728 -4.05856 -0.038 -0.055 -0.029 -0.18
C -1.56002 -4.06102 -4.80477 0.003 0.007 0.003 -0.01
C -1.04022 -2.66256 -2.86372 -0.143 0.036 -0.078 -0.64
S -0.41812 -1.07549 -2.50152 0.430 -0.167 0.516 0.72
N -0.92768 -3.75371 -2.09626 -0.028 0.011 0.133 -0.18
C -1.97283 -4.77410 -2.03067 0.054 0.025 -0.047 -0.04
C 0.25199 -4.05050 -1.29706 0.052 -0.031 -0.026 -0.04
H -2.76984 -2.02417 -5.60758 -0.007 -0.011 0.003 0.10
H -1.22600 -1.18149 -5.36678 -0.003 -0.028 -0.002 0.10
H -2.57139 -0.91622 -4.24725 0.019 -0.050 0.025 0.05
H -1.23385 -3.83750 -5.81923 -0.001 0.024 0.000 0.11
H -2.52932 -4.55716 -4.85226 -0.006 0.013 0.010 0.10
H -0.83260 -4.72649 -4.35096 0.003 0.020 -0.001 0.10
H -2.88479 -4.41436 -2.49962 0.002 0.005 0.000 0.09
H -2.16903 -4.97257 -0.97543 0.006 -0.005 0.006 0.09
H -1.66780 -5.70772 -2.50559 0.002 -0.007 0.002 0.10
H 1.01126 -3.29744 -1.45403 -0.011 -0.005 -0.044 0.05
H 0.63918 -5.02285 -1.61133 -0.020 -0.003 -0.003 0.11
H 0.00411 -4.09206 -0.23962 0.006 0.012 -0.016 0.05
```
Forces are in eV/Å.

Results
Maximum force ... 1.04 eV Å⁻¹
LUMO energy ... -5.29 eV
Kohn-Sham gap ... 6.71 eV
Total charge ... +2

[2]
Formula: C33H48BFNO6P
Source: the OMol25 dataset
Level of theory: ωB97M-V with the def2-TZVPD basis set

Structure (XYZ):
```
91
Properties=species:S:1:pos:R:3:forces:R:3:lowdin_charge:R:1
C -1.53554 -1.49964 -5.89356 0.152 -0.214 -0.972 -0.15
C -0.64429 -0.12004 -5.95690 0.067 -0.117 0.830 -0.24
C -0.23237 0.46994 -4.45057 0.429 -1.262 0.009 -0.19
C -1.53397 0.49143 -3.45343 -0.513 -0.144 0.579 -0.29
C -1.67177 -0.88947 -2.51959 -0.765 0.198 -0.515 -0.09
C -1.54853 1.74547 -2.37671 -0.323 3.730 2.226 0.00
C -0.38187 1.91030 -1.20954 -1.103 1.713 0.473 -0.01
C 0.91618 0.86823 -1.05457 -0.098 0.892 -0.283 -0.16
C 0.65172 -0.34784 0.01236 -0.691 0.212 0.717 -0.21
C 1.64298 -0.35815 1.31776 0.142 -0.886 -0.118 -0.22
C 3.22923 -0.10418 0.99135 0.423 0.400 1.581 -0.20
C 4.00070 -0.09102 2.47520 0.636 1.050 -0.576 -0.22
C 5.15723 -1.24390 2.61803 -1.321 0.086 0.696 -0.21
C 4.81158 -2.08673 4.00375 2.022 0.792 0.020 -0.21
C 6.29052 -2.36948 4.72949 -0.949 -0.858 -0.295 -0.22
C 6.13775 -3.85251 5.45181 -0.072 0.666 -1.859 -0.22
C 6.49152 -4.96077 4.25815 0.208 -0.171 1.242 -0.22
C 7.16317 -6.25521 5.06453 -1.240 0.766 -1.311 -0.18
C 7.17057 -7.57073 4.08483 0.202 -0.566 2.245 -0.23
O 8.56394 -7.82006 3.68478 -1.822 0.889 -2.018 -0.26
C 8.83366 -7.40702 2.29872 1.367 -0.880 -1.042 -0.13
C -0.40351 3.14192 -0.07818 -2.144 -0.329 -2.083 -0.02
F 0.69767 3.20955 0.94704 -3.576 -0.312 -3.433 -0.09
C -1.61286 4.29735 -0.05600 -0.388 -4.328 -2.558 -0.22
P -1.54592 5.61561 1.32398 0.715 1.290 1.527 0.88
N -3.20491 6.14168 1.82884 1.086 -2.053 -0.208 -0.21
O -0.88458 4.92132 2.81959 -3.293 -0.642 -1.366 -0.39
C -2.74021 4.17036 -1.23949 1.764 -1.967 0.043 -0.03
C -2.72149 2.93756 -2.36984 1.644 0.158 1.693 0.04
C -3.95747 2.95999 -3.49427 0.052 -0.758 -4.145 -0.19
O -3.81314 2.63025 -4.78013 -0.667 1.635 7.784 -0.04
C -5.44578 3.47937 -2.96681 -2.774 1.644 1.681 -0.02
C -6.88843 2.91370 -3.50215 0.408 3.261 2.747 0.06
C -8.28069 3.59479 -2.88941 2.287 1.052 1.290 -0.10
C -9.80077 3.14009 -3.38931 0.416 1.536 -0.571 -0.09
B -10.64036 2.46228 -2.14870 -0.532 -0.924 0.860 -0.47
O -11.72385 3.21750 -1.48387 3.484 -0.534 0.584 0.03
O -10.31904 1.10457 -1.66609 0.732 3.437 1.132 0.04
C -8.25162 4.78937 -1.72259 4.234 -1.302 -1.273 -0.01
C -6.80568 5.35498 -1.18614 0.264 -3.058 -3.066 0.00
C -5.44463 4.70500 -1.82957 -1.805 -1.217 -0.705 -0.03
C -3.95530 5.28142 -1.35371 -0.568 4.217 0.128 -0.23
O -3.83984 6.59444 -1.14000 -0.264 -8.065 -0.968 -0.04
H -0.86000 -2.42546 -5.58308 -1.519 2.010 -0.422 0.09
H -1.91458 -1.72618 -6.99915 0.826 0.462 2.357 0.08
H -2.50118 -1.43222 -5.23095 2.034 -0.099 -1.159 0.06
H 0.37116 -0.40353 -6.50347 -2.263 0.919 0.936 0.12
H -1.26148 0.70710 -6.50852 1.340 -1.593 0.852 0.11
H 0.35054 1.50064 -4.51468 -1.452 -2.159 0.087 0.13
H 0.51076 -0.35094 -4.00515 -1.392 1.904 -0.883 0.10
H -2.49367 0.46673 -4.15694 2.025 0.800 1.769 0.12
H -1.78826 -0.56953 -1.39380 0.472 -0.927 -2.282 0.07
H -2.67422 -1.45038 -2.83498 2.211 1.167 0.725 0.09
H -0.77790 -1.61407 -2.73199 -1.647 1.410 0.680 0.08
H 1.22480 0.37111 -2.07383 -0.949 1.288 1.856 0.10
H 1.82819 1.58015 -0.76001 -2.095 -1.725 -0.408 0.11
H -0.46010 -0.26941 0.43846 2.375 -0.142 -1.016 0.12
H 0.70892 -1.36597 -0.56301 0.042 1.929 1.141 0.11
H 1.26244 0.35605 2.19548 0.914 -1.266 -2.224 0.12
H 1.57026 -1.45632 1.78007 0.173 2.306 -0.944 0.12
H 3.48022 0.93019 0.50474 -0.869 -1.969 0.748 0.10
H 3.74510 -0.93002 0.34252 -1.340 1.418 1.103 0.11
H 4.55798 0.95501 2.57954 -1.281 -2.124 -0.189 0.11
H 3.21374 -0.11167 3.37257 1.726 -0.224 -2.111 0.10
H 6.23488 -0.76276 2.62779 -2.275 -0.981 0.188 0.11
H 5.12017 -1.98678 1.71473 0.048 1.384 1.647 0.10
H 4.20344 -1.45491 4.79517 0.946 -1.314 -1.927 0.11
H 4.25256 -3.07749 3.70891 1.149 1.925 0.813 0.11
H 6.59830 -1.51083 5.46587 -0.819 -1.592 -1.395 0.11
H 7.07192 -2.38233 3.84373 -1.351 -0.206 2.063 0.09
H 4.97685 -3.97055 5.68185 2.650 0.142 0.023 0.11
H 6.81858 -3.99564 6.39308 -1.370 0.214 -1.831 0.11
H 7.25193 -4.52357 3.45089 -1.603 -0.940 1.860 0.12
H 5.49356 -5.24801 3.69203 2.085 0.412 1.188 0.11
H 8.24482 -5.91488 5.39130 -2.198 -1.089 -0.651 0.13
H 6.48317 -6.45556 6.00540 1.455 0.360 -1.809 0.11
H 6.39797 -7.53917 3.20605 1.665 0.246 1.469 0.12
H 6.84974 -8.49371 4.76740 0.771 1.801 -1.554 0.13
H 9.34097 -8.34835 1.76802 -1.110 2.002 1.044 0.10
H 9.65222 -6.54811 2.23647 -1.939 -1.576 0.336 0.10
H 7.88725 -7.13713 1.66578 1.667 -0.349 1.451 0.09
H -3.15663 6.59315 2.77350 0.003 -0.731 -1.237 0.04
H -3.87583 5.34273 1.80098 0.483 1.012 0.383 0.03
H -1.67840 4.47467 3.27924 1.880 0.735 -0.834 0.06
H -6.93327 2.07223 -4.32498 0.053 1.967 1.916 0.11
H -10.35177 4.16550 -3.65039 1.231 -2.193 0.447 0.13
H -9.78472 2.50966 -4.37654 0.256 1.066 2.007 0.12
H -11.31030 3.51776 -0.60657 -1.278 -0.642 -1.598 0.12
H -9.92247 1.25845 -0.73699 -1.123 -0.750 -1.961 0.13
H -9.21949 5.27751 -1.26274 2.030 -1.247 -1.265 0.10
H -6.66812 6.20514 -0.36287 -0.463 -2.077 -2.110 0.11
```
Forces are in eV/Å.

Results
Maximum force ... 8.13 eV Å⁻¹
LUMO energy ... -1.70 eV
Kohn-Sham gap ... 6.71 eV